A cluster of 9 separate species, C42H108ClN8O17 in total at a distorted geometry. Source: OMol25; level of theory: the ωB97M-V functional and the def2-TZVPD basis.

## Properties
charge = -1
E_HOMO = -5.7 eV
M = 1032.8 g mol⁻¹
Kohn-Sham gap = 0.281 Ha
energy above the lowest of the compared OMol25 structures with the same formula, charge and spin = 598.27 kJ/mol
DFT total energy = -104537.3570 eV

Last column: Löwdin charge in e.
Cartesian coordinates (Å):
Cl (0.879, 0.315, -1.001)  0.5616
O (1.799, 0.650, 0.034)  -0.3861
O (-0.256, -0.299, -0.401)  -0.3986
O (0.462, 1.413, -1.755)  -0.3617
O (1.521, -0.748, -1.786)  -0.4180
C (-2.472, -2.218, 5.557)  -0.1139
O (-3.246, -2.344, 6.736)  -0.2041
C (-4.484, -2.967, 6.482)  -0.2320
C (-5.037, -3.515, 7.836)  -0.1576
N (-6.387, -4.178, 7.597)  -0.0704
C (-6.972, -4.652, 8.838)  -0.2087
C (-8.445, -5.088, 8.520)  -0.2320
O (-9.300, -4.674, 9.517)  -0.1876
C (-10.531, -5.275, 9.623)  -0.1329
H (-1.542, -1.703, 5.797)  0.0872
H (-3.048, -1.660, 4.818)  0.0900
H (-2.075, -3.132, 5.116)  0.0842
H (-4.298, -3.788, 5.790)  0.1176
H (-5.128, -2.198, 6.056)  0.1199
H (-5.000, -2.710, 8.570)  0.1127
H (-4.374, -4.329, 8.129)  0.1153
H (-7.085, -3.478, 7.391)  0.0945
H (-6.928, -3.846, 9.570)  0.1096
H (-6.516, -5.490, 9.365)  0.1142
H (-8.549, -6.155, 8.322)  0.1135
H (-8.833, -4.733, 7.565)  0.1163
H (-11.289, -4.796, 9.003)  0.0883
H (-10.786, -5.138, 10.674)  0.0886
H (-10.499, -6.356, 9.488)  0.0871
C (3.332, 5.495, -9.323)  -0.1432
O (3.314, 4.704, -8.177)  -0.1816
C (4.094, 5.330, -7.147)  -0.2033
C (4.075, 4.388, -5.881)  -0.1714
N (4.853, 3.172, -6.151)  -0.0651
C (4.751, 2.221, -5.092)  -0.2417
C (5.696, 1.058, -5.361)  -0.1793
O (5.429, 0.394, -6.635)  -0.2238
C (4.297, -0.453, -6.688)  -0.1168
H (3.178, 6.540, -9.052)  0.0768
H (2.548, 5.341, -10.065)  0.0869
H (4.331, 5.439, -9.754)  0.0870
H (3.655, 6.281, -6.844)  0.1057
H (5.063, 5.694, -7.489)  0.1144
H (3.048, 4.120, -5.631)  0.1159
H (4.472, 4.912, -5.011)  0.1131
H (4.607, 2.664, -6.988)  0.1079
H (3.769, 1.749, -5.090)  0.1101
H (4.846, 2.600, -4.074)  0.1278
H (5.684, 0.315, -4.564)  0.1190
H (6.705, 1.375, -5.621)  0.1181
H (4.172, -0.912, -7.669)  0.0840
H (3.437, 0.195, -6.518)  0.0732
H (4.269, -1.193, -5.888)  0.0868
C (1.143, 12.625, -2.780)  -0.0912
O (1.564, 11.242, -2.788)  -0.2017
C (1.494, 10.624, -1.527)  -0.2396
C (2.190, 9.234, -1.548)  -0.1766
N (2.014, 8.479, -0.279)  -0.0779
C (2.787, 7.262, -0.021)  -0.2006
C (2.682, 6.968, 1.470)  -0.1786
O (3.460, 7.978, 2.189)  -0.2050
C (3.352, 7.865, 3.553)  -0.1617
H (1.331, 12.971, -3.796)  0.0855
H (1.710, 13.266, -2.104)  0.0782
H (0.092, 12.671, -2.492)  0.0834
H (0.448, 10.391, -1.327)  0.1161
H (1.918, 11.305, -0.789)  0.1181
H (3.252, 9.452, -1.657)  0.1087
H (1.824, 8.633, -2.381)  0.1191
H (2.119, 9.152, 0.467)  0.0941
H (3.851, 7.441, -0.176)  0.1085
H (2.524, 6.450, -0.700)  0.1241
H (3.120, 6.042, 1.842)  0.1239
H (1.619, 7.045, 1.700)  0.1186
H (3.871, 6.963, 3.877)  0.0840
H (2.346, 7.873, 3.972)  0.0873
H (3.861, 8.705, 4.024)  0.0854
C (-5.007, -0.284, -2.070)  -0.1029
O (-4.589, -0.904, -3.290)  -0.1880
C (-3.953, -0.033, -4.191)  -0.2033
C (-3.207, -0.847, -5.337)  -0.2035
N (-3.957, -1.834, -6.054)  -0.0618
C (-3.089, -2.569, -7.026)  -0.1868
C (-1.629, -3.016, -6.787)  -0.1987
O (-1.642, -3.945, -5.650)  -0.2001
C (-0.307, -4.333, -5.357)  -0.1216
H (-4.118, 0.037, -1.526)  0.0883
H (-5.406, -1.056, -1.412)  0.0773
H (-5.783, 0.480, -2.118)  0.0784
H (-3.250, 0.638, -3.697)  0.1141
H (-4.709, 0.669, -4.543)  0.1046
H (-2.326, -1.313, -4.896)  0.1136
H (-2.742, -0.192, -6.074)  0.1076
H (-4.604, -1.366, -6.672)  0.1001
H (-2.961, -1.848, -7.833)  0.0999
H (-3.645, -3.398, -7.464)  0.1100
H (-0.932, -2.210, -6.558)  0.1095
H (-1.196, -3.491, -7.668)  0.1116
H (-0.184, -5.160, -4.658)  0.0813
H (0.205, -3.471, -4.928)  0.0899
H (0.171, -4.632, -6.289)  0.0749
C (0.056, -13.370, 4.640)  -0.0771
O (0.984, -12.243, 4.564)  -0.2127
C (2.084, -12.513, 3.718)  -0.2369
C (3.011, -11.296, 3.887)  -0.2315
N (2.480, -10.084, 3.251)  -0.0360
C (3.160, -8.856, 3.818)  -0.2140
C (2.784, -7.521, 3.346)  -0.2362
O (3.629, -6.417, 3.777)  -0.1947
C (3.511, -5.272, 2.917)  -0.1007
H (0.544, -14.210, 5.135)  0.0805
H (-0.227, -13.698, 3.640)  0.0786
H (-0.881, -13.085, 5.118)  0.0835
H (1.775, -12.567, 2.674)  0.1222
H (2.584, -13.408, 4.088)  0.1183
H (4.043, -11.538, 3.633)  0.1166
H (3.014, -11.220, 4.974)  0.1080
H (1.516, -10.089, 3.551)  0.0949
H (4.245, -8.941, 3.768)  0.1227
H (3.017, -8.937, 4.895)  0.1125
H (1.760, -7.292, 3.641)  0.1243
H (2.816, -7.546, 2.257)  0.1213
H (2.506, -5.048, 2.559)  0.0873
H (4.192, -5.359, 2.070)  0.0839
H (3.863, -4.448, 3.538)  0.0853
C (-3.305, 6.091, 0.324)  -0.0529
C (-3.484, 6.775, -1.031)  -0.4639
C (-3.691, 8.258, -0.901)  -0.2518
O (-4.892, 8.570, -0.294)  -0.1714
C (-6.060, 8.307, -1.091)  -0.0869
N (-2.307, 6.504, -1.840)  0.0390
H (-3.028, 5.041, 0.224)  0.0786
H (-4.229, 6.193, 0.893)  0.0746
H (-2.448, 6.595, 0.771)  0.0780
H (-4.364, 6.347, -1.510)  0.1215
H (-3.676, 8.740, -1.879)  0.1208
H (-2.808, 8.672, -0.415)  0.1281
H (-6.992, 8.685, -0.670)  0.0821
H (-6.235, 7.235, -1.184)  0.0778
H (-6.009, 8.769, -2.077)  0.0872
H (-2.049, 5.529, -1.801)  0.0734
H (-1.518, 7.056, -1.535)  0.0636
C (8.057, 1.053, 0.715)  -0.0836
C (8.802, 1.698, 1.802)  -0.4869
C (8.522, 3.194, 2.013)  -0.1429
O (9.482, 3.846, 2.976)  -0.2063
C (9.117, 5.180, 3.262)  -0.1385
N (8.618, 0.897, 2.998)  0.0409
H (7.004, 1.105, 0.993)  0.0893
H (8.415, 0.035, 0.563)  0.0877
H (8.110, 1.570, -0.244)  0.0809
H (9.846, 1.624, 1.498)  0.1382
H (7.487, 3.458, 2.232)  0.1215
H (8.680, 3.667, 1.044)  0.1141
H (8.178, 5.216, 3.814)  0.0833
H (9.077, 5.791, 2.360)  0.0811
H (9.959, 5.546, 3.850)  0.0843
H (9.296, 1.173, 3.695)  0.0651
H (7.782, 1.237, 3.450)  0.0716
C (-2.450, -5.777, -0.099)  -0.0783
C (-3.711, -5.494, -0.971)  -0.4320
C (-4.949, -5.132, -0.102)  -0.1857
O (-6.057, -4.710, -0.924)  -0.2044
C (-7.328, -5.296, -0.590)  -0.1020
N (-3.426, -4.443, -1.922)  0.0583
H (-2.600, -6.581, 0.622)  0.0632
H (-2.264, -4.922, 0.551)  0.0680
H (-1.483, -5.842, -0.596)  0.0722
H (-3.864, -6.438, -1.493)  0.1278
H (-4.773, -4.200, 0.434)  0.1200
H (-5.133, -5.864, 0.685)  0.1155
H (-7.458, -5.399, 0.487)  0.0743
H (-7.280, -6.268, -1.080)  0.0816
H (-8.166, -4.714, -0.973)  0.0796
H (-3.070, -3.699, -1.339)  0.0799
H (-2.709, -4.816, -2.526)  0.0698